{
  "formula": "C26H70O25S9",
  "method": "ωB97M-V/def2-TZVPD",
  "elements": ["O", "S", "O", "O", "C", "C", "C", "H", "H", "H", "H", "H", "H", "H", "H", "O", "S", "O", "O", "C", "C", "C", "H", "H", "H", "H", "H", "H", "H", "H", "O", "S", "O", "O", "C", "C", "C", "H", "H", "H", "H", "H", "H", "H", "H", "O", "S", "O", "O", "C", "C", "C", "H", "H", "H", "H", "H", "H", "H", "H", "O", "S", "O", "O", "C", "C", "C", "H", "H", "H", "H", "H", "H", "H", "H", "O", "S", "O", "O", "C", "C", "C", "H", "H", "H", "H", "H", "H", "H", "H", "O", "S", "O", "O", "C", "C", "C", "H", "H", "H", "H", "H", "H", "H", "H", "O", "S", "O", "O", "C", "C", "C", "H", "H", "H", "H", "H", "H", "H", "H", "C", "S", "O", "C", "H", "H", "H", "H", "H", "H"],
  "positions_angstrom": [[-3.382, 3.606, 0.691], [-2.193, 3.652, 1.403], [-1.107, 2.661, 1.130], [-1.526, 5.026, 1.342], [-2.263, 6.205, 1.617], [-1.543, 7.375, 0.833], [-2.569, 3.570, 3.284], [-2.400, 6.369, 2.686], [-3.321, 6.250, 1.357], [-1.524, 7.222, -0.246], [-0.523, 7.545, 1.177], [-2.179, 8.225, 1.079], [-3.119, 4.491, 3.473], [-1.609, 3.497, 3.794], [-3.175, 2.669, 3.380], [2.364, -4.923, -1.135], [1.007, -5.160, -1.588], [0.569, -4.778, -2.923], [0.655, -6.789, -1.354], [0.649, -7.484, -0.099], [0.751, -9.031, -0.456], [-0.095, -4.331, -0.306], [-0.295, -7.313, 0.418], [1.456, -7.145, 0.551], [0.592, -9.634, 0.438], [1.753, -9.342, -0.751], [0.003, -9.378, -1.170], [-0.994, -4.947, -0.311], [-0.343, -3.356, -0.726], [0.415, -4.332, 0.657], [-0.604, 0.988, 4.954], [0.866, 1.275, 4.788], [1.329, 2.641, 4.480], [1.647, 0.812, 6.228], [1.430, -0.530, 6.747], [2.016, -0.694, 8.098], [1.696, 0.075, 3.602], [1.753, -1.294, 6.039], [0.351, -0.679, 6.693], [1.859, -1.684, 8.526], [1.539, -0.055, 8.841], [3.089, -0.509, 8.142], [1.307, -0.930, 3.767], [2.765, 0.200, 3.776], [1.667, 0.402, 2.563], [-6.021, 2.336, -2.399], [-4.633, 2.337, -2.771], [-3.557, 2.069, -1.798], [-4.464, 1.428, -4.170], [-3.856, 0.130, -4.057], [-3.570, -0.392, -5.444], [-4.446, 4.061, -3.536], [-4.596, -0.570, -3.667], [-2.958, 0.040, -3.446], [-4.341, -0.105, -6.159], [-3.448, -1.466, -5.590], [-2.641, 0.090, -5.746], [-3.464, 4.225, -3.979], [-4.568, 4.734, -2.688], [-5.290, 4.299, -4.184], [-3.744, 2.476, -6.976], [-2.302, 2.811, -7.236], [-1.659, 3.926, -6.497], [-1.501, 1.383, -6.928], [-0.071, 1.397, -6.958], [0.451, -0.005, -6.663], [-1.974, 2.995, -9.095], [0.207, 2.196, -6.270], [0.509, 1.812, -7.782], [1.078, 0.100, -5.778], [1.020, -0.540, -7.423], [-0.256, -0.781, -6.372], [-2.692, 3.759, -9.390], [-2.238, 1.997, -9.444], [-0.943, 3.236, -9.354], [3.520, 3.451, -0.403], [3.246, 3.510, 1.046], [3.573, 2.412, 1.975], [3.905, 4.922, 1.619], [4.332, 4.900, 3.069], [5.217, 6.111, 3.389], [1.489, 3.825, 1.361], [5.095, 4.136, 3.219], [3.480, 4.698, 3.718], [5.868, 6.181, 4.260], [4.729, 7.085, 3.353], [5.873, 6.397, 2.567], [1.245, 4.723, 0.792], [1.263, 4.062, 2.401], [1.000, 3.027, 0.803], [2.697, -5.664, 1.943], [3.157, -4.246, 2.127], [2.217, -3.204, 2.031], [3.902, -4.238, 3.592], [4.334, -5.528, 4.197], [5.950, -5.702, 3.991], [4.731, -3.960, 1.040], [3.703, -6.320, 3.793], [4.035, -5.491, 5.245], [6.386, -4.705, 3.929], [6.115, -6.104, 2.991], [6.427, -6.352, 4.724], [4.987, -4.995, 0.812], [5.479, -3.557, 1.722], [4.449, -3.382, 0.160], [-3.831, -1.170, 2.714], [-2.699, -1.065, 1.772], [-1.366, -0.671, 2.165], [-2.668, -2.417, 0.737], [-3.846, -3.165, 0.510], [-3.793, -3.811, -0.880], [-3.167, 0.140, 0.456], [-4.722, -2.519, 0.473], [-4.132, -3.818, 1.335], [-3.123, -3.294, -1.566], [-4.791, -4.032, -1.258], [-3.394, -4.816, -0.742], [-2.296, 0.431, -0.131], [-3.891, 0.901, 0.746], [-3.747, -0.358, -0.322], [0.353, 1.183, -2.619], [0.954, -0.587, -2.170], [-0.266, -1.528, -2.167], [1.151, -0.131, -0.342], [-0.178, 1.515, -1.727], [-0.278, 1.143, -3.508], [1.104, 1.862, -3.023], [1.311, -0.981, 0.322], [0.216, 0.168, 0.131], [1.897, 0.611, -0.060]],
  "e_homo_ha": -0.3267,
  "energy_ev": -176790.928,
  "spin_multiplicity": 1,
  "orbital_gap_ev": 9.17
}

=====

{
  "formula": "C26H71BClNO11PS11",
  "method": "ωB97M-V/def2-TZVPD",
  "elements": ["O", "P", "Cl", "B", "C", "C", "C", "S", "C", "S", "N", "C", "C", "O", "C", "C", "H", "H", "H", "H", "H", "H", "H", "H", "H", "H", "H", "H", "H", "H", "H", "H", "H", "C", "S", "O", "C", "H", "H", "H", "H", "H", "H", "C", "S", "O", "C", "H", "H", "H", "H", "H", "H", "C", "S", "O", "C", "H", "H", "H", "H", "H", "H", "C", "S", "O", "C", "H", "H", "H", "H", "H", "H", "C", "S", "O", "C", "H", "H", "H", "H", "H", "H", "C", "S", "O", "C", "H", "H", "H", "H", "H", "H", "C", "S", "O", "C", "H", "H", "H", "H", "H", "H", "C", "S", "O", "C", "H", "H", "H", "H", "H", "H", "C", "S", "O", "C", "H", "H", "H", "H", "H", "H"],
  "positions_angstrom": [[-0.654, -1.660, 1.469], [0.574, -0.612, 1.097], [2.137, -2.031, 0.628], [1.201, 0.025, 2.841], [0.953, 1.656, 3.092], [0.367, 2.549, 1.981], [-1.171, 2.646, 2.015], [-1.875, 1.450, 0.844], [-3.604, 1.787, 1.128], [-4.262, 3.305, 0.976], [-4.357, 0.691, 1.414], [-3.724, -0.631, 1.486], [-3.334, -0.924, 2.916], [-4.548, -1.174, 3.621], [-5.375, -0.030, 3.657], [-5.486, 0.824, 2.360], [-0.465, -2.150, 2.287], [2.387, -0.239, 2.915], [0.613, -0.677, 3.668], [1.929, 2.075, 3.348], [0.314, 1.798, 3.975], [0.717, 3.581, 2.116], [0.706, 2.240, 0.987], [-1.508, 2.411, 3.028], [-1.561, 3.626, 1.741], [-4.497, -1.359, 1.212], [-2.905, -0.727, 0.781], [-2.700, -1.806, 2.994], [-2.840, -0.051, 3.363], [-6.376, -0.412, 3.869], [-5.085, 0.616, 4.496], [-5.525, 1.877, 2.635], [-6.425, 0.604, 1.858], [-3.966, -4.578, 3.768], [-2.354, -5.064, 4.369], [-1.346, -4.220, 3.675], [-2.325, -6.651, 3.529], [-4.165, -3.565, 4.114], [-3.968, -4.599, 2.678], [-4.724, -5.253, 4.160], [-2.427, -6.469, 2.460], [-3.127, -7.294, 3.889], [-1.359, -7.107, 3.735], [3.063, 4.618, 0.086], [4.028, 3.122, 0.317], [4.023, 2.831, 1.772], [5.615, 3.880, -0.051], [2.026, 4.360, 0.288], [3.422, 5.364, 0.796], [3.169, 4.956, -0.943], [5.770, 4.729, 0.614], [5.612, 4.215, -1.088], [6.391, 3.132, 0.105], [5.195, -1.823, -0.818], [6.906, -1.688, -1.317], [7.200, -0.234, -1.515], [6.728, -2.391, -2.957], [5.087, -1.390, 0.174], [4.560, -1.283, -1.519], [4.918, -2.876, -0.783], [6.022, -1.787, -3.527], [6.375, -3.418, -2.862], [7.700, -2.359, -3.441], [-7.570, -6.256, 0.801], [-7.764, -4.858, 1.912], [-6.939, -5.159, 3.108], [-9.469, -5.204, 2.367], [-6.541, -6.245, 0.449], [-7.766, -7.178, 1.349], [-8.251, -6.148, -0.044], [-9.526, -6.203, 2.799], [-10.104, -5.119, 1.485], [-9.759, -4.459, 3.104], [3.612, 7.516, -3.616], [5.116, 7.654, -2.644], [5.283, 6.345, -1.964], [4.450, 8.774, -1.408], [3.812, 6.801, -4.411], [2.812, 7.140, -2.977], [3.357, 8.488, -4.038], [3.585, 8.305, -0.939], [4.179, 9.719, -1.878], [5.231, 8.937, -0.668], [0.862, -8.854, 0.739], [-0.540, -7.735, 0.643], [-1.741, -8.582, 0.406], [-0.099, -7.003, -0.935], [0.745, -9.438, 1.649], [0.857, -9.510, -0.131], [1.783, -8.273, 0.788], [-0.030, -7.789, -1.687], [0.845, -6.469, -0.832], [-0.887, -6.300, -1.193], [4.320, 2.084, -3.727], [3.376, 3.602, -3.873], [2.304, 3.548, -2.851], [2.581, 3.206, -5.438], [4.848, 2.113, -2.775], [3.634, 1.237, -3.738], [5.032, 2.026, -4.549], [2.031, 2.272, -5.328], [3.333, 3.127, -6.224], [1.892, 4.019, -5.662], [-10.437, 3.084, 0.560], [-9.078, 2.027, 0.037], [-8.721, 1.210, 1.226], [-7.868, 3.341, -0.125], [-11.294, 2.442, 0.753], [-10.146, 3.605, 1.472], [-10.675, 3.791, -0.234], [-7.760, 3.857, 0.828], [-8.212, 4.020, -0.907], [-6.910, 2.903, -0.399], [9.372, 1.537, -6.078], [9.572, 0.427, -4.678], [8.608, -0.687, -4.891], [8.854, 1.511, -3.451], [9.726, 1.015, -6.964], [8.316, 1.783, -6.185], [9.967, 2.436, -5.915], [7.840, 1.763, -3.756], [9.475, 2.403, -3.357], [8.807, 0.961, -2.513]],
  "e_homo_ha": -0.1335,
  "energy_ev": -193796.045,
  "spin_multiplicity": 1,
  "orbital_gap_ev": 5.20,
  "charge": -1
}

=====

{
  "formula": "C26H71N5O7",
  "method": "ωB97M-V/def2-TZVPD",
  "elements": ["C", "C", "C", "O", "H", "H", "H", "H", "H", "H", "H", "H", "C", "C", "C", "O", "H", "H", "H", "H", "H", "H", "H", "H", "C", "C", "C", "O", "C", "N", "H", "H", "H", "H", "H", "H", "H", "H", "H", "H", "H", "C", "C", "C", "O", "C", "N", "H", "H", "H", "H", "H", "H", "H", "H", "H", "H", "H", "C", "C", "C", "O", "C", "N", "H", "H", "H", "H", "H", "H", "H", "H", "H", "H", "H", "C", "C", "C", "O", "C", "N", "H", "H", "H", "H", "H", "H", "H", "H", "H", "H", "H", "C", "C", "C", "O", "C", "N", "H", "H", "H", "H", "H", "H", "H", "H", "H", "H", "H"],
  "positions_angstrom": [[-5.140, 2.184, 0.323], [-4.775, 1.368, -0.930], [-5.911, 1.452, -1.913], [-3.675, 2.013, -1.585], [-5.271, 3.267, -0.082], [-4.387, 2.097, 1.090], [-6.111, 1.814, 0.663], [-4.504, 0.303, -0.738], [-6.827, 0.956, -1.514], [-5.560, 0.991, -2.847], [-6.147, 2.473, -2.220], [-3.841, 2.124, -2.510], [-0.866, -1.208, -0.787], [-0.717, -0.124, 0.247], [-1.788, -0.164, 1.271], [0.638, -0.188, 0.878], [-0.686, -2.222, -0.457], [-0.167, -1.020, -1.651], [-1.908, -1.107, -1.167], [-0.744, 0.801, -0.374], [-1.854, -1.144, 1.775], [-2.789, -0.034, 0.874], [-1.820, 0.596, 2.005], [1.117, 0.483, 0.426], [3.536, 3.269, -1.761], [2.856, 2.542, -0.575], [1.936, 3.429, 0.280], [2.817, 4.390, 0.921], [2.112, 5.168, 1.850], [2.138, 1.377, -1.086], [3.695, 4.368, -1.535], [2.766, 3.382, -2.512], [4.467, 2.797, -2.066], [3.599, 2.161, 0.077], [1.368, 2.824, 1.039], [1.246, 3.884, -0.435], [1.447, 5.867, 1.284], [2.850, 5.682, 2.464], [1.398, 4.604, 2.514], [2.860, 0.651, -1.312], [1.407, 1.521, -1.756], [0.626, 0.525, -4.549], [-0.542, 1.394, -4.208], [-1.837, 0.794, -4.663], [-2.967, 1.474, -4.146], [-3.371, 2.574, -4.908], [-0.591, 1.675, -2.785], [1.550, 0.944, -4.221], [0.622, 0.292, -5.637], [0.575, -0.441, -4.006], [-0.330, 2.316, -4.771], [-1.925, -0.265, -4.349], [-1.886, 0.778, -5.798], [-3.857, 2.283, -5.826], [-2.623, 3.342, -5.017], [-4.190, 2.964, -4.326], [-1.332, 2.315, -2.598], [-0.818, 0.793, -2.332], [3.942, -2.916, 0.672], [3.580, -2.850, -0.817], [2.771, -4.147, -1.164], [2.478, -4.065, -2.576], [1.194, -4.566, -2.923], [2.805, -1.643, -1.191], [4.468, -2.102, 1.059], [4.635, -3.770, 0.818], [3.148, -3.050, 1.355], [4.514, -2.903, -1.426], [1.848, -4.240, -0.576], [3.356, -5.050, -0.914], [0.985, -5.565, -2.503], [1.085, -4.631, -3.998], [0.365, -4.021, -2.513], [2.043, -1.473, -0.490], [2.562, -1.734, -2.184], [-5.877, -4.391, 0.557], [-4.809, -3.433, 1.117], [-3.991, -3.928, 2.334], [-3.246, -5.103, 2.099], [-2.611, -5.533, 3.268], [-4.001, -2.873, 0.029], [-6.514, -3.753, -0.059], [-6.493, -4.840, 1.353], [-5.726, -5.238, -0.124], [-5.376, -2.607, 1.542], [-4.704, -3.988, 3.146], [-3.303, -3.124, 2.791], [-1.977, -4.831, 3.821], [-2.057, -6.435, 2.998], [-3.303, -5.892, 4.042], [-3.343, -2.147, 0.388], [-3.458, -3.660, -0.249], [5.438, 3.654, 5.286], [4.720, 2.310, 5.201], [5.223, 1.556, 3.959], [4.477, 0.402, 3.647], [3.491, 0.546, 2.643], [5.041, 1.608, 6.422], [5.146, 4.154, 6.233], [4.975, 4.352, 4.556], [6.492, 3.714, 5.038], [3.675, 2.542, 5.075], [6.269, 1.246, 4.004], [5.217, 2.197, 3.071], [2.724, -0.275, 2.683], [3.899, 0.662, 1.640], [2.766, 1.341, 2.927], [4.405, 0.908, 6.710], [5.184, 2.206, 7.200]],
  "e_homo_ha": -0.3210,
  "smiles": "COC[C@H](C)N.COC[C@H](C)N.COC[C@H](C)N.COC[C@H](C)N.COC[C@H](C)N.CC(C)O.CC(C)O",
  "energy_ev": -49891.848,
  "spin_multiplicity": 1,
  "orbital_gap_ev": 9.35,
  "de_lowest_kj_mol": 190.2
}

=====

{
  "formula": "C26H71N6O8V",
  "method": "ωB97M-V/def2-TZVPD",
  "elements": ["O", "V", "C", "C", "O", "H", "H", "H", "H", "H", "C", "C", "C", "O", "C", "N", "H", "H", "H", "H", "H", "H", "H", "H", "H", "H", "H", "C", "C", "C", "O", "C", "N", "H", "H", "H", "H", "H", "H", "H", "H", "H", "H", "H", "C", "C", "C", "O", "C", "N", "H", "H", "H", "H", "H", "H", "H", "H", "H", "H", "H", "C", "C", "C", "O", "C", "N", "H", "H", "H", "H", "H", "H", "H", "H", "H", "H", "H", "C", "C", "C", "O", "C", "N", "H", "H", "H", "H", "H", "H", "H", "H", "H", "H", "H", "C", "C", "C", "O", "C", "N", "H", "H", "H", "H", "H", "H", "H", "H", "H", "H", "H"],
  "positions_angstrom": [[1.346, 2.355, -1.629], [1.961, 0.922, -1.653], [0.625, 0.447, 2.107], [-0.258, 0.358, 0.895], [0.472, 0.145, -0.292], [-0.087, 0.750, 2.874], [1.457, 1.146, 2.021], [1.069, -0.525, 2.322], [-0.743, 1.331, 0.824], [-1.078, -0.325, 1.118], [-1.139, 3.741, -2.982], [-2.427, 3.893, -2.112], [-2.226, 3.289, -0.725], [-3.343, 3.573, 0.223], [-2.985, 3.162, 1.543], [-2.620, 5.301, -2.115], [-1.177, 4.221, -3.960], [-1.059, 2.681, -3.225], [-0.295, 4.210, -2.477], [-3.204, 3.326, -2.624], [-1.294, 3.595, -0.251], [-2.211, 2.212, -0.892], [-3.617, 2.307, 1.780], [-3.286, 4.031, 2.128], [-1.923, 2.981, 1.712], [-3.434, 5.454, -1.536], [-1.896, 5.681, -1.522], [4.540, -1.821, 0.714], [3.729, -0.569, 0.298], [4.561, 0.655, 0.219], [3.698, 1.747, -0.070], [4.378, 2.971, -0.059], [3.178, -0.882, -1.013], [5.178, -1.566, 1.560], [5.131, -2.270, -0.084], [3.837, -2.609, 0.984], [2.927, -0.295, 0.984], [5.356, 0.484, -0.507], [5.058, 0.858, 1.167], [4.661, 3.146, 0.979], [3.687, 3.741, -0.403], [5.322, 3.010, -0.603], [3.905, -1.287, -1.585], [2.511, -1.631, -0.901], [2.050, 7.482, -0.379], [0.945, 6.407, -0.284], [0.644, 5.755, 1.112], [1.670, 4.838, 1.387], [1.293, 4.022, 2.497], [-0.264, 7.002, -0.783], [1.943, 8.369, 0.246], [2.214, 7.786, -1.413], [2.940, 7.062, 0.089], [1.265, 5.682, -1.033], [-0.304, 5.240, 0.953], [0.443, 6.489, 1.893], [0.980, 4.533, 3.407], [2.167, 3.411, 2.724], [0.424, 3.435, 2.198], [-0.215, 7.176, -1.777], [-0.294, 7.930, -0.384], [-0.115, -6.608, -2.357], [-0.530, -6.783, -0.896], [-1.747, -5.824, -0.609], [-1.309, -4.445, -0.676], [-2.386, -3.550, -0.444], [-0.929, -8.119, -0.599], [0.799, -7.106, -2.680], [0.089, -5.552, -2.534], [-0.983, -6.975, -2.904], [0.274, -6.495, -0.219], [-2.108, -6.126, 0.375], [-2.662, -5.963, -1.186], [-2.992, -3.756, 0.438], [-3.019, -3.526, -1.331], [-1.996, -2.552, -0.245], [-0.191, -8.769, -0.828], [-1.798, -8.396, -1.034], [-0.189, -3.399, 2.501], [1.162, -3.418, 1.834], [1.875, -4.755, 2.019], [2.184, -5.043, 3.305], [3.094, -4.106, 3.903], [1.016, -3.120, 0.418], [-0.730, -2.473, 2.307], [-0.248, -3.472, 3.586], [-0.718, -4.264, 2.102], [1.846, -2.629, 2.148], [2.766, -4.753, 1.390], [1.283, -5.644, 1.802], [2.451, -3.261, 4.147], [3.935, -3.790, 3.286], [3.424, -4.485, 4.871], [0.282, -3.709, 0.052], [0.632, -2.194, 0.295], [-3.573, -0.754, -3.628], [-2.858, -0.073, -2.475], [-3.632, -0.051, -1.135], [-4.106, -1.370, -0.698], [-4.583, -1.289, 0.657], [-1.653, -0.807, -2.301], [-2.966, -0.975, -4.507], [-4.499, -0.318, -4.004], [-3.724, -1.755, -3.223], [-2.447, 0.923, -2.643], [-4.534, 0.558, -1.179], [-2.899, 0.353, -0.436], [-4.514, -2.280, 1.106], [-5.601, -0.902, 0.627], [-3.988, -0.675, 1.332], [-1.116, -0.417, -1.540], [-1.953, -1.672, -1.874]],
  "e_homo_ha": [-0.3992, -0.3992],
  "s2": 0.814,
  "energy_ev": -79109.564,
  "spin_multiplicity": 2,
  "orbital_gap_ev": [5.38, 5.93],
  "de_lowest_kj_mol": 470.7,
  "charge": 1
}